#A
2 unconnected molecules or ions with the total composition C8H14O2. Source: the OMol25 dataset; level of theory: ωB97M-V/def2-TZVPD.

As for the frontier orbital gap: 0.3732 Eh. The HOMO energy comes out at -9.27 eV. As for the structure (SMILES): O=C1CCC[C@H]2C[C@@H]1C2.O. Its multiplicity is 1.

Last column: Mulliken charge in e.
Atoms and positions in Å:
O 0.7455 1.0320 -1.7928  -0.577
C 0.4024 0.3551 -0.8303  0.202
C -0.4850 -0.8524 -1.0198  -0.695
C -1.7310 -0.8430 -0.1131  -0.626
C -1.4954 -1.0588 1.3854  -0.825
C -0.4216 -0.1841 2.0375  0.333
C 1.0154 -0.4626 1.5350  -1.163
C 0.8853 0.7203 0.5454  0.345
C -0.2868 1.2373 1.4397  -1.122
H -0.7911 -0.8795 -2.0728  0.321
H 0.1212 -1.7503 -0.8138  0.328
H -2.2821 0.0954 -0.2770  0.265
H -2.3990 -1.6383 -0.4726  0.382
H -2.4542 -0.8918 1.9001  0.314
H -1.2284 -2.1134 1.5644  0.316
H -0.5429 -0.2233 3.1283  0.420
H 1.7635 -0.2307 2.3032  0.290
H 1.2319 -1.4577 1.1228  0.353
H 1.7448 1.3932 0.4410  0.506
H -1.1581 1.6824 0.9410  0.342
H 0.1011 1.9543 2.1732  0.294
O 2.7327 1.2644 -4.1604  -0.622
H 2.1222 2.0176 -4.0082  0.314
H 2.4094 0.8342 -4.9563  0.304

---

#B
C8H14O2 in the gas phase. Source: the OMol25 dataset; level of theory: ωB97M-V/def2-TZVPD.

As for the frontier orbital gap: 0.3204 Eh. The HOMO energy comes out at -7.79 eV. Its multiplicity is 1.

Last column: Mulliken charge in e.
Atoms and positions in Å:
C -0.3514 -0.6010 0.8666  1.574
C 0.7078 -0.4164 -1.0761  -0.065
C -0.9000 1.9415 -0.1896  -0.968
C 0.2289 1.6567 -1.0035  -0.499
C -1.0494 -1.9492 1.0513  -1.593
C -0.1913 0.1214 2.1955  -1.739
C 2.0222 -0.2929 -1.8118  -1.480
C -1.1162 0.1808 -0.2599  0.802
O 0.9374 -0.7876 0.2677  -0.432
O -2.1559 -0.1414 -0.7911  -0.630
H 0.0828 -1.1367 -1.6213  0.303
H -0.7376 2.3067 0.8138  0.300
H -1.8024 2.2959 -0.6736  0.355
H 0.1269 1.7945 -2.0720  0.371
H 1.2071 1.8195 -0.5703  0.408
H -0.4670 -2.5533 1.7498  0.421
H -2.0583 -1.8054 1.4400  0.352
H -1.1249 -2.4775 0.1019  0.288
H 0.4318 1.0085 2.0867  0.340
H 0.3074 -0.5403 2.9033  0.424
H -1.1654 0.4005 2.5990  0.354
H 2.4978 -1.2740 -1.8845  0.402
H 2.7100 0.3786 -1.2939  0.345
H 1.8596 0.0713 -2.8278  0.370

---

On energetic grounds, #A is preferred over the next structure by 0.1214 hartree.

---

#A
2 unconnected molecules or ions with the total composition C3H12NO2. Source: the OMol25 dataset; level of theory: ωB97M-V/def2-TZVPD.

As for the frontier orbital gap (alpha / beta): 0.4383 / 0.1938 Eh. The HOMO energy (alpha / beta) comes out at -19.69 / -19.69 eV. Its expectation value of S² is 0.7549. Its multiplicity is 2. The net charge is +2.

Last column: Mulliken charge in e.
Atoms and positions in Å:
C -0.2761 0.7102 0.5126  -0.563
C 1.0038 -0.1084 0.6947  0.505
C 2.3317 0.6348 0.8197  -1.566
O 1.1454 -1.1246 -0.4042  -0.148
N -1.4948 -0.2343 0.2420  -0.318
H -0.1798 1.4275 -0.2427  0.373
H -0.4168 1.2028 1.5487  0.374
H 0.9118 -0.5784 1.6730  0.285
H 2.7549 0.9923 -0.1823  0.447
H 2.2519 1.5976 1.3665  0.406
H 2.9062 -0.0073 1.3244  0.543
H 2.1964 -1.3218 -0.4503  0.509
H -1.2681 -1.1849 0.0685  0.344
H -2.2616 -0.2246 1.0152  0.428
H -2.1084 0.0531 -0.5052  0.375
H -2.3106 0.1380 -2.7505  0.361
H -2.9077 -1.2880 -2.5870  0.340
O -2.2782 -0.6839 -2.1432  -0.695

---

#B
3 unconnected molecules or ions with the total composition C3H12NO2. Source: the OMol25 dataset; level of theory: ωB97M-V/def2-TZVPD.

As for the frontier orbital gap (alpha / beta): 0.3262 / 0.2380 Eh. The HOMO energy (alpha / beta) comes out at -19.46 / -19.46 eV. Its expectation value of S² is 0.7534. Its multiplicity is 2. The net charge is +2.

Last column: Mulliken charge in e.
Atoms and positions in Å:
C 0.6478 -1.5920 -0.4476  -1.140
C 1.5176 -0.4602 -0.0513  0.765
C 2.2490 -0.3791 1.1121  -0.582
N 1.2063 0.7674 -0.7800  -0.200
H -0.3474 -1.4890 0.0303  0.356
H 0.5301 -1.6457 -1.5268  0.455
H 1.1012 -2.5358 -0.1372  0.377
H 3.2184 0.1306 1.2052  0.349
H 1.9358 -0.8644 2.0315  0.338
H 1.0363 0.5561 -1.7712  0.423
H 1.9261 1.5022 -0.7707  0.443
H 0.2494 1.2016 -0.3961  0.331
H -2.0180 0.9545 0.0411  0.390
H -1.1790 1.7821 1.0347  0.331
O -1.0847 1.3516 0.1851  -0.661
H -3.8944 0.3744 0.8404  0.355
H -3.7464 0.2572 -0.7263  0.367
O -3.3480 0.0886 0.1269  -0.697

---

On energetic grounds, #B is preferred over the next structure by 0.0479 hartree.

---

#A
A gas-phase ion, C9H19O3Si (charge -1). Source: the OMol25 dataset; level of theory: ωB97M-V/def2-TZVPD.

As for the frontier orbital gap: 0.2046 Eh. The HOMO energy comes out at -2.27 eV. As for the structure (SMILES): C/C(O)=C(/[O-])O[Si](C)(C)C(C)(C)C. Its multiplicity is 1. The net charge is -1.

Last column: Mulliken charge in e.
Atoms and positions in Å:
C -0.5780 -1.9244 -3.0938  -1.131
C 0.7069 -2.1355 -2.4349  -0.220
O 1.3380 -3.3812 -2.6110  -0.603
C 1.2903 -1.3927 -1.4826  1.233
O 2.3223 -1.6240 -0.8664  -0.821
O 0.4765 -0.1295 -0.9307  -0.209
Si 0.4232 1.0846 0.1305  0.327
C -0.5346 2.4764 -0.7320  -1.116
C 2.1533 1.7472 0.7313  -1.437
C -0.6839 0.3645 1.4399  1.699
C -1.1990 1.2626 2.5699  -1.594
C -1.9557 -0.2705 0.7060  -1.666
C 0.2104 -0.7459 2.0144  -1.820
H -0.4168 -1.9614 -4.1862  0.356
H -1.2545 -2.8430 -2.8588  0.174
H -1.0432 -1.0006 -2.7493  0.127
H 2.0350 -3.3872 -1.9972  0.301
H -0.1882 2.3677 -1.7614  0.346
H -1.6053 2.3499 -0.5829  0.285
H -0.2246 3.5888 -0.3868  0.220
H 2.8453 1.8482 -0.0415  0.423
H 2.2113 2.6565 1.2569  0.432
H 2.4848 1.0096 1.3632  0.379
H -0.3888 1.1625 3.3485  0.353
H -1.1730 2.3242 2.2506  0.279
H -2.0669 0.8527 2.9841  0.441
H -2.5368 -0.7173 1.5014  0.612
H -1.5482 -0.9272 -0.0267  0.256
H -2.4056 0.5657 0.1509  0.265
H 0.9967 -0.3361 2.5587  0.452
H -0.3859 -1.5372 2.5287  0.381
H 0.6950 -1.3475 1.2075  0.277

---

#B
A molecular structure, C9H19O3Si. Source: the OMol25 dataset; level of theory: ωB97M-V/def2-TZVPD.

As for the frontier orbital gap: 0.2552 Eh. The HOMO energy comes out at -3.51 eV. Its multiplicity is 1. The net charge is -1.

Last column: Mulliken charge in e.
Atoms and positions in Å:
C -0.0328 1.2775 -0.3444  0.312
C 1.3310 -3.2917 2.1492  -1.509
C 0.5280 -1.2686 -2.3675  -1.763
C 2.3447 0.9529 -0.7887  -1.474
C -4.2403 2.9551 0.5786  -0.780
C 1.3417 -1.9493 1.5072  -0.188
C 1.5871 -1.9642 -0.1071  -0.573
C 0.6748 -1.0567 -0.8296  0.758
C 1.0085 0.4127 -0.4939  0.415
O -0.1246 2.6040 -0.3016  -0.591
O -1.3195 0.8638 -0.1527  -0.313
O -3.5224 1.9369 0.0098  -0.460
Si -1.8960 2.4186 -0.0191  0.462
H 0.4112 -3.8812 1.8878  0.314
H 1.1240 -3.1351 3.1786  0.450
H 2.1819 -3.8779 1.9365  0.378
H 1.4927 -1.5527 -2.6759  0.417
H 0.0882 -0.4417 -2.8849  0.397
H -0.1749 -2.1150 -2.4527  0.380
H 2.7126 1.7013 -0.0583  0.259
H 3.0878 0.1491 -0.9892  0.386
H 2.4062 1.5232 -1.7542  0.272
H -4.0378 3.0206 1.5893  0.346
H -5.4011 2.8266 0.5766  0.195
H -4.0714 3.8702 0.0039  0.232
H 0.4338 -1.2735 1.6582  0.242
H 2.1298 -1.3271 1.9094  0.308
H 1.5796 -3.1406 -0.3818  0.297
H 2.5515 -1.5316 -0.3307  -0.001
H -0.2853 -1.0994 -0.3510  0.378
H -1.8539 2.9689 1.4356  -0.268
H -2.0552 3.4249 -1.1373  -0.280

---

On energetic grounds, #B is preferred over the next structure by 0.0234 hartree.